A cluster of 2 separate species, C21H39F5N4O6P in total in a non-equilibrium geometry, computed with wB97M-V/def2-TZVPD.

Geometry as ORCA input:
```
! RIJCOSX wB97M-V def2-TZVPD def2/J DEFGRID3
* xyz -1 1
C -3.132 -3.134 -3.053
C -1.804 -3.431 -2.262
C -1.062 -2.140 -1.735
O 0.349 -2.370 -1.821
C 1.005 -1.555 -2.794
O 0.675 -1.669 -4.152
C -0.201 -0.682 -4.688
C 0.534 0.437 -5.544
C 2.458 -2.293 -2.809
O 2.501 -3.412 -3.251
N 3.487 -1.457 -2.324
C 3.043 -0.037 -2.524
C 3.411 0.356 -4.000
O 3.255 1.557 -4.321
O 3.897 -0.507 -4.813
C 1.518 -0.219 -2.151
C 0.624 1.068 -2.047
C 0.828 1.826 -0.656
C 1.610 3.191 -0.800
C 0.703 4.408 -1.158
F -0.406 4.521 -0.349
F 1.467 5.560 -0.924
C 0.281 4.482 -2.671
F 1.323 4.239 -3.504
F -0.777 3.681 -2.961
F -0.129 5.769 -2.952
H -3.937 -2.714 -2.394
H -3.504 -4.118 -3.450
H -2.937 -2.471 -3.938
H -2.104 -4.035 -1.358
H -1.132 -4.113 -2.846
H -1.304 -2.077 -0.633
H -1.425 -1.188 -2.184
H -0.883 -1.199 -5.424
H -0.871 -0.159 -3.968
H 1.365 0.003 -6.152
H -0.257 0.803 -6.264
H 0.836 1.320 -4.942
H 4.431 -1.670 -2.636
H 3.604 0.611 -1.800
H 1.622 -0.519 -1.068
H -0.475 0.875 -2.123
H 0.976 1.801 -2.825
H -0.190 2.097 -0.259
H 1.287 1.166 0.117
H 2.036 3.422 0.215
H 2.470 3.070 -1.500
O -0.229 0.304 2.195
P -0.496 -0.437 3.501
N -2.212 -0.264 3.430
C -3.112 -0.228 4.568
C -2.840 -1.047 2.365
N 0.175 0.839 4.475
C -0.603 2.044 4.727
C 1.524 1.229 4.058
N -0.657 -1.444 4.964
C -0.007 -1.127 6.235
C -0.343 -2.850 4.630
H -3.331 -1.229 4.962
H -4.062 0.229 4.273
H -2.732 0.374 5.390
H -2.907 -2.109 2.636
H -2.273 -0.976 1.435
H -3.847 -0.680 2.147
H -1.054 2.453 3.815
H 0.016 2.824 5.177
H -1.390 1.856 5.459
H 1.513 1.895 3.190
H 2.116 0.346 3.803
H 2.043 1.734 4.879
H 1.080 -1.055 6.144
H -0.233 -1.904 6.973
H -0.397 -0.204 6.660
H 0.726 -2.983 4.436
H -0.888 -3.159 3.732
H -0.645 -3.525 5.433
*
```

The value obtained for the HOMO energy is -4.508 eV. The maximum force is 7.673 eV Å⁻¹. The molecular weight comes out at 569.53 g mol⁻¹.

---

A cluster of 6 separate species, C24H56F6N2O11P in total in a non-equilibrium geometry, computed with wB97M-V/def2-TZVPD.

Geometry as ORCA input:
```
! RIJCOSX wB97M-V def2-TZVPD def2/J DEFGRID3
* xyz -1 1
P -0.011 0.576 2.009
F -0.111 -0.272 0.572
F -0.959 1.751 1.459
F -1.280 -0.330 2.557
F -0.021 1.118 3.548
F 1.033 -0.594 2.417
F 1.265 1.464 1.521
C -5.765 -2.237 6.240
O -5.236 -2.467 7.564
C -3.856 -2.317 7.718
C -2.909 -3.379 7.350
O -3.055 -4.519 8.188
C -4.334 -5.227 8.239
C -4.724 -6.072 6.836
O -3.694 -6.904 6.315
C -3.207 -7.934 7.254
H -5.110 -2.921 5.700
H -5.803 -1.243 5.795
H -6.785 -2.621 6.266
H -3.892 -2.282 8.807
H -3.415 -1.345 7.493
H -1.903 -2.979 7.473
H -2.924 -3.650 6.294
H -5.081 -4.490 8.535
H -4.314 -6.030 8.976
H -5.080 -5.310 6.143
H -5.551 -6.745 7.065
H -2.500 -8.546 6.694
H -4.073 -8.545 7.507
H -2.665 -7.599 8.138
C -4.962 -0.912 -1.706
O -5.882 -0.546 -2.856
C -5.348 0.249 -3.907
C -4.444 -0.666 -4.855
O -3.484 0.158 -5.426
C -2.607 -0.503 -6.396
C -1.323 -0.850 -5.769
O -0.495 -1.576 -6.663
C 0.098 -0.711 -7.544
H -3.924 -1.053 -2.008
H -5.487 -1.784 -1.318
H -4.860 -0.181 -0.904
H -4.771 1.126 -3.615
H -6.220 0.427 -4.535
H -5.070 -1.092 -5.638
H -4.079 -1.497 -4.251
H -2.441 0.313 -7.098
H -3.018 -1.361 -6.927
H -1.428 -1.551 -4.941
H -0.895 0.126 -5.538
H 0.490 -1.250 -8.407
H 0.919 -0.210 -7.030
H -0.543 0.012 -8.050
C -0.125 5.284 -4.330
O 0.131 6.095 -5.496
C -0.298 5.372 -6.665
C 0.049 6.191 -8.002
O 1.421 5.900 -8.301
C 2.321 6.894 -7.863
C 3.725 6.454 -8.222
O 3.935 6.197 -9.594
C 5.184 5.576 -9.929
H -1.190 5.231 -4.101
H 0.437 5.779 -3.539
H 0.230 4.253 -4.334
H -1.342 5.076 -6.569
H 0.426 4.558 -6.634
H -0.162 7.259 -8.049
H -0.560 5.769 -8.802
H 2.316 6.984 -6.777
H 2.030 7.795 -8.402
H 3.896 5.538 -7.657
H 4.521 7.071 -7.806
H 5.268 4.493 -9.844
H 6.031 5.994 -9.383
H 5.312 5.748 -10.998
C 6.442 -2.710 0.489
O 6.980 -2.994 1.600
N 6.961 -1.914 -0.473
C 5.930 -1.384 -1.395
C 8.301 -1.307 -0.449
H 5.454 -3.147 0.275
H 6.135 -1.732 -2.408
H 5.886 -0.305 -1.545
H 4.865 -1.556 -1.240
H 9.046 -2.094 -0.333
H 8.481 -0.790 -1.392
H 8.447 -0.628 0.391
C 3.999 0.107 8.033
O 4.872 -0.667 7.723
N 3.345 0.046 9.194
C 2.148 0.888 9.524
C 3.880 -0.843 10.200
H 3.442 0.891 7.497
H 1.735 1.271 8.592
H 2.314 1.463 10.435
H 1.391 0.142 9.765
H 3.107 -1.587 10.393
H 4.861 -1.255 9.963
H 4.153 -0.428 11.170
*
```

The value obtained for the HOMO energy is -7.521 eV. The maximum force is 4.325 eV Å⁻¹. The value obtained for the energy above the lowest of the compared OMol25 structures with the same formula, charge and spin is 77.3 kcal/mol. The molecular weight comes out at 693.68 g mol⁻¹.

---

The molecule C10H18Si in a non-equilibrium geometry, computed with wB97M-V/def2-TZVPD.

Geometry as ORCA input:
```
! RIJCOSX wB97M-V def2-TZVPD def2/J DEFGRID3
* xyz 0 1
C 1.411 -1.030 -1.544
C 2.295 -1.277 -0.375
C 2.057 -2.178 0.573
C 0.878 -3.025 0.626
C -0.419 -2.696 0.523
C -0.958 -1.368 0.366
C -0.145 -0.321 0.510
Si -0.769 1.436 0.415
C -0.862 1.821 -1.427
C 0.483 2.714 1.017
C -2.551 1.586 0.923
H 1.129 0.085 -1.669
H 0.471 -1.577 -1.464
H 1.774 -1.504 -2.547
H 3.163 -0.768 -0.382
H 2.692 -2.458 1.503
H 1.108 -3.995 0.737
H -1.245 -3.415 0.635
H -1.866 -1.289 -0.015
H 0.898 -0.482 0.982
H 0.014 2.305 -1.898
H -1.248 1.016 -2.086
H -1.559 2.536 -1.708
H 0.682 2.699 2.050
H 1.349 2.578 0.495
H 0.088 3.755 0.886
H -2.962 2.608 0.633
H -3.168 0.820 0.262
H -2.740 1.423 1.979
*
```

The value obtained for the HOMO energy is -8.162 eV. The maximum force is 5.149 eV Å⁻¹. As for the structure (SMILES): C\C=C/C=C\C=C\[Si](C)(C)C. The value obtained for the energy above the lowest of the compared OMol25 structures with the same formula, charge and spin is 78.1 kcal/mol. The molecular weight comes out at 166.34 g mol⁻¹.

---

A cluster of 26 separate species, H52O26 in total in a non-equilibrium geometry, computed with wB97M-V/def2-TZVPD.

Geometry as ORCA input:
```
! RIJCOSX wB97M-V def2-TZVPD def2/J DEFGRID3
* xyz 0 1
O -2.235 3.188 1.521
H -2.562 3.888 0.955
H -2.525 3.434 2.399
O -0.435 -0.171 -0.418
H 0.357 0.354 -0.301
H -0.116 -1.071 -0.495
O 4.116 3.119 -2.707
H 3.206 3.413 -2.736
H 4.505 3.613 -1.985
O 2.130 1.121 -0.262
H 2.845 1.270 -0.880
H 2.411 0.365 0.254
O 3.316 1.056 3.271
H 4.062 0.839 2.711
H 3.021 0.212 3.614
O -4.056 0.717 -4.055
H -4.104 1.179 -3.218
H -3.127 0.731 -4.285
O 2.792 -3.926 2.019
H 3.368 -4.689 1.972
H 1.910 -4.295 2.077
O 0.325 1.831 4.612
H 1.048 2.445 4.483
H -0.021 1.680 3.733
O -4.334 -1.127 -1.716
H -4.852 -0.817 -2.459
H -4.038 -0.328 -1.280
O -2.070 -3.741 2.657
H -2.870 -4.030 3.095
H -2.350 -3.012 2.103
O 2.550 3.710 3.408
H 2.698 2.783 3.220
H 3.326 3.982 3.898
O -1.020 0.913 2.285
H -0.898 0.465 1.448
H -1.320 1.790 2.046
O -1.674 -3.870 -0.392
H -0.753 -3.769 -0.633
H -1.659 -4.039 0.550
O -4.193 1.422 -1.008
H -5.062 1.373 -0.611
H -3.596 1.521 -0.266
O -3.639 -3.725 -2.586
H -3.385 -2.816 -2.426
H -3.072 -4.237 -2.010
O -1.469 0.280 -3.934
H -0.664 0.285 -4.452
H -1.173 0.160 -3.032
O 3.327 3.927 0.485
H 2.707 3.241 0.236
H 3.402 3.849 1.436
O 1.908 -1.131 1.316
H 1.744 -2.075 1.315
H 2.437 -0.980 2.099
O 0.960 -5.696 0.905
H 0.881 -6.611 1.174
H 0.608 -5.676 0.015
O 2.428 -1.458 -2.108
H 2.452 -1.769 -3.013
H 3.085 -0.764 -2.075
O 1.057 -3.161 -0.688
H 1.538 -2.517 -1.207
H 1.664 -3.896 -0.596
O -5.272 -0.412 1.469
H -4.389 -0.542 1.122
H -5.751 -1.199 1.209
O 1.693 4.167 -2.770
H 1.791 5.009 -3.215
H 1.165 4.364 -1.996
O -0.230 4.459 -0.355
H -0.568 3.707 0.130
H 0.285 4.948 0.287
O -2.761 -1.551 1.037
H -1.886 -1.209 0.855
H -2.946 -2.139 0.305
O 4.346 0.395 -2.328
H 5.037 -0.081 -2.789
H 4.572 1.318 -2.442
*
```

The value obtained for the HOMO energy is -9.821 eV. The maximum force is 1.518 eV Å⁻¹. The value obtained for the energy above the lowest of the compared OMol25 structures with the same formula, charge and spin is 48.6 kcal/mol. The molecular weight comes out at 468.39 g mol⁻¹.

---

What did the first record say?
A cluster of 2 separate species, C21H39F5N4O6P in total in a non-equilibrium geometry, computed with wB97M-V/def2-TZVPD.

Geometry as ORCA input:
```
! RIJCOSX wB97M-V def2-TZVPD def2/J DEFGRID3
* xyz -1 1
C -3.132 -3.134 -3.053
C -1.804 -3.431 -2.262
C -1.062 -2.140 -1.735
O 0.349 -2.370 -1.821
C 1.005 -1.555 -2.794
O 0.675 -1.669 -4.152
C -0.201 -0.682 -4.688
C 0.534 0.437 -5.544
C 2.458 -2.293 -2.809
O 2.501 -3.412 -3.251
N 3.487 -1.457 -2.324
C 3.043 -0.037 -2.524
C 3.411 0.356 -4.000
O 3.255 1.557 -4.321
O 3.897 -0.507 -4.813
C 1.518 -0.219 -2.151
C 0.624 1.068 -2.047
C 0.828 1.826 -0.656
C 1.610 3.191 -0.800
C 0.703 4.408 -1.158
F -0.406 4.521 -0.349
F 1.467 5.560 -0.924
C 0.281 4.482 -2.671
F 1.323 4.239 -3.504
F -0.777 3.681 -2.961
F -0.129 5.769 -2.952
H -3.937 -2.714 -2.394
H -3.504 -4.118 -3.450
H -2.937 -2.471 -3.938
H -2.104 -4.035 -1.358
H -1.132 -4.113 -2.846
H -1.304 -2.077 -0.633
H -1.425 -1.188 -2.184
H -0.883 -1.199 -5.424
H -0.871 -0.159 -3.968
H 1.365 0.003 -6.152
H -0.257 0.803 -6.264
H 0.836 1.320 -4.942
H 4.431 -1.670 -2.636
H 3.604 0.611 -1.800
H 1.622 -0.519 -1.068
H -0.475 0.875 -2.123
H 0.976 1.801 -2.825
H -0.190 2.097 -0.259
H 1.287 1.166 0.117
H 2.036 3.422 0.215
H 2.470 3.070 -1.500
O -0.229 0.304 2.195
P -0.496 -0.437 3.501
N -2.212 -0.264 3.430
C -3.112 -0.228 4.568
C -2.840 -1.047 2.365
N 0.175 0.839 4.475
C -0.603 2.044 4.727
C 1.524 1.229 4.058
N -0.657 -1.444 4.964
C -0.007 -1.127 6.235
C -0.343 -2.850 4.630
H -3.331 -1.229 4.962
H -4.062 0.229 4.273
H -2.732 0.374 5.390
H -2.907 -2.109 2.636
H -2.273 -0.976 1.435
H -3.847 -0.680 2.147
H -1.054 2.453 3.815
H 0.016 2.824 5.177
H -1.390 1.856 5.459
H 1.513 1.895 3.190
H 2.116 0.346 3.803
H 2.043 1.734 4.879
H 1.080 -1.055 6.144
H -0.233 -1.904 6.973
H -0.397 -0.204 6.660
H 0.726 -2.983 4.436
H -0.888 -3.159 3.732
H -0.645 -3.525 5.433
*
```

The value obtained for the HOMO energy is -4.508 eV. The maximum force is 7.673 eV Å⁻¹. The molecular weight comes out at 569.53 g mol⁻¹.